[1]
Formula: C29H28N6PtSi
Source: the Open Molecules 2025 dataset
Level of theory: ωB97M-V/def2-TZVPD

Each line ends with the natural charge from an NBO analysis.
CARTESIAN COORDINATES (ANGSTROEM)
Pt: 0.655 -1.018 -0.216  0.806
C: -2.584 -0.415 -3.247  -0.248
C: -1.911 -0.041 -4.333  -0.184
C: -0.494 0.101 -4.275  -0.381
C: 0.189 -0.325 -3.159  0.374
N: -0.407 -0.490 -1.925  -0.666
C: -1.896 -0.393 -1.888  -0.146
N: 1.474 -0.717 -3.488  -0.445
C: 2.263 -1.329 -2.720  0.396
N: 2.194 -1.506 -1.331  -0.583
C: 3.349 -2.041 -0.900  0.480
N: 3.778 -2.208 0.311  -0.559
C: 3.025 -1.990 1.426  0.392
C: 3.701 -2.125 2.666  -0.238
C: 3.026 -2.098 3.851  -0.156
C: 1.631 -1.991 3.822  -0.284
C: 1.040 -1.816 2.609  0.054
N: 1.706 -1.716 1.427  -0.507
C: 4.204 -2.337 -2.073  -0.104
C: 5.455 -2.921 -2.161  -0.165
C: 6.011 -3.060 -3.425  -0.211
C: 5.321 -2.623 -4.559  -0.198
C: 4.071 -2.029 -4.452  -0.198
C: 3.535 -1.891 -3.185  0.001
H: -3.652 -0.605 -3.247  0.208
H: -2.433 0.085 -5.277  0.212
H: 0.108 0.310 -5.147  0.223
H: -2.285 -1.240 -1.307  0.194
H: 4.771 -2.275 2.606  0.236
H: 3.556 -2.192 4.792  0.221
H: 1.022 -2.044 4.714  0.228
H: -0.028 -1.772 2.542  0.205
H: 5.967 -3.259 -1.267  0.228
H: 6.989 -3.510 -3.539  0.214
H: 5.770 -2.754 -5.536  0.215
H: 3.525 -1.689 -5.323  0.233
C: -2.884 4.891 -0.737  -1.116
Si: -3.580 3.368 0.034  1.620
C: -5.399 3.246 -0.267  -1.110
C: -3.250 3.348 1.851  -1.116
C: -2.839 1.881 -0.726  -0.527
C: -2.413 0.871 -1.241  0.019
H: -3.526 5.750 -0.512  0.238
H: -2.820 4.785 -1.824  0.251
H: -1.880 5.106 -0.354  0.241
H: -5.932 4.082 0.202  0.235
H: -5.787 2.312 0.151  0.240
H: -5.619 3.257 -1.340  0.245
H: -3.761 4.197 2.326  0.239
H: -2.180 3.426 2.077  0.237
H: -3.628 2.425 2.306  0.241
N: -0.909 -0.110 0.952  -0.840
C: -1.076 0.148 2.361  0.238
C: -0.381 1.196 2.937  -0.258
C: -0.516 1.446 4.297  -0.183
C: -1.343 0.650 5.079  -0.228
C: -2.051 -0.391 4.486  -0.179
C: -1.922 -0.639 3.126  -0.292
H: -1.744 -0.566 0.613  0.406
H: -0.881 0.777 0.465  0.439
H: 0.272 1.811 2.323  0.227
H: 0.031 2.269 4.745  0.222
H: -1.437 0.840 6.143  0.222
H: -2.710 -1.011 5.083  0.221
H: -2.479 -1.446 2.656  0.222

Forces on atoms 1 to 2 (eV/Å):
0.00 0.06 -0.04
-0.10 -0.14 0.44

Computed properties:
- net charge = 0
- M (u) = 683.7
- HOMO-LUMO gap (alpha / beta) (eV) = 5.773 / 5.771
- E_tot (eV) = -50592.392
- multiplicity = 1



[2]
Formula: C29H29Br2N4O6STl
Source: the Open Molecules 2025 dataset
Level of theory: ωB97M-V/def2-TZVPD

Each line ends with the Mulliken charge.
CARTESIAN COORDINATES (ANGSTROEM)
Tl: 0.550 -0.382 -0.394  0.920
O: -0.797 6.655 1.701  -0.724
C: 0.017 5.921 2.296  0.355
O: 0.804 6.186 3.230  -0.739
C: 0.114 4.476 1.755  0.268
C: 1.274 3.731 1.943  -1.051
C: 1.360 2.462 1.402  -0.273
N: 0.356 1.896 0.732  0.325
C: -0.785 2.577 0.588  0.363
C: -0.930 3.874 1.064  -0.635
C: -1.941 1.860 -0.127  0.169
O: -2.999 2.479 -0.265  -0.794
O: -1.708 0.662 -0.501  -0.491
H: 2.087 4.160 2.513  0.459
H: 2.265 1.868 1.492  0.427
H: -1.852 4.408 0.885  0.600
Br: 4.580 -2.368 3.459  -0.238
C: 2.753 -2.014 3.829  0.047
C: 2.294 -2.218 5.137  -0.386
C: 0.993 -1.974 5.458  -0.071
Br: 0.421 -2.273 7.252  -0.291
C: 0.080 -1.508 4.478  1.082
C: -1.282 -1.225 4.727  -0.638
C: -2.080 -0.780 3.715  -1.287
C: -1.524 -0.615 2.432  -0.278
N: -0.266 -0.870 2.173  0.360
C: 0.554 -1.309 3.159  -0.375
C: 1.943 -1.562 2.785  0.178
O: 2.349 -1.370 1.586  -0.904
H: 2.986 -2.571 5.889  0.384
H: -1.673 -1.359 5.727  0.299
H: -3.123 -0.544 3.881  0.441
H: -2.118 -0.250 1.598  0.615
N: 2.646 -3.519 0.200  0.102
C: 2.573 -4.534 -0.356  -0.443
H: 2.604 -2.602 0.762  0.336
C: 5.165 3.390 -4.398  -1.410
C: 4.291 2.751 -3.355  1.172
C: 4.709 1.633 -2.644  -0.772
C: 3.876 1.096 -1.673  -0.491
N: 2.683 1.602 -1.377  0.009
C: 2.280 2.673 -2.055  -0.204
C: 3.041 3.273 -3.045  -0.877
H: 5.874 2.673 -4.813  0.361
H: 5.738 4.212 -3.964  0.268
H: 4.570 3.798 -5.215  0.366
H: 5.671 1.176 -2.846  0.350
H: 4.173 0.217 -1.109  0.456
H: 1.304 3.067 -1.782  0.374
H: 2.658 4.143 -3.566  0.363
C: -4.861 -0.231 -0.281  -0.792
C: -4.809 -1.717 -0.616  -0.200
C: -4.679 -1.995 -2.110  -0.892
S: -3.076 -1.603 -2.858  0.545
O: -3.213 -2.091 -4.272  -0.714
C: -2.118 -2.845 -1.941  0.062
C: -0.906 -3.338 -2.732  -0.241
C: -1.228 -4.448 -3.726  -1.323
H: -4.949 -0.076 0.797  0.297
H: -5.729 0.238 -0.754  0.404
H: -3.969 0.303 -0.611  -0.097
H: -5.723 -2.214 -0.273  0.354
H: -3.989 -2.200 -0.076  0.183
H: -5.389 -1.393 -2.682  0.432
H: -4.844 -3.045 -2.366  0.370
H: -2.785 -3.670 -1.672  0.502
H: -1.774 -2.362 -1.024  -0.481
H: -0.165 -3.693 -2.012  0.240
H: -0.439 -2.492 -3.243  0.271
H: -1.638 -5.319 -3.206  0.316
H: -0.322 -4.771 -4.244  0.390
H: -1.956 -4.111 -4.461  0.295

Forces on atoms 1 to 2 (eV/Å):
-0.01 0.04 -0.08
-0.04 -0.08 0.13

Computed properties:
- net charge = -2
- M (u) = 925.8
- HOMO-LUMO gap (eV) = 6.848
- E_tot (eV) = -204406.329
- multiplicity = 1



[3]
Formula: C29H29BrNRhS3
Source: the Open Molecules 2025 dataset
Level of theory: ωB97M-V/def2-TZVPD

Each line ends with the Löwdin spin population.
CARTESIAN COORDINATES (ANGSTROEM)
Rh: 12.433 10.370 12.612  1.870
S: 13.418 10.236 15.146  0.120
C: 12.347 8.931 15.621  0.020
C: 12.429 8.566 16.976  0.018
C: 11.988 7.283 17.392  0.000
C: 11.558 6.379 16.421  0.018
C: 11.426 6.772 15.054  0.006
C: 11.630 8.106 14.657  0.039
S: 10.721 8.631 13.249  0.163
H: 12.925 9.300 17.641  0.003
H: 11.906 7.051 18.455  0.000
H: 11.237 5.375 16.716  0.002
H: 11.065 6.070 14.280  0.002
Br: 12.041 9.399 6.039  0.002
C: 12.361 9.755 7.888  0.011
C: 12.270 8.630 8.751  0.006
C: 12.190 8.844 10.091  0.036
C: 12.324 10.132 10.626  0.130
C: 12.502 11.170 9.786  0.042
C: 12.578 11.003 8.387  0.008
H: 12.404 7.620 8.334  0.002
H: 11.911 7.990 10.741  0.007
H: 12.654 12.146 10.236  0.009
H: 12.646 11.897 7.754  0.002
N: 11.377 12.085 12.646  0.137
S: 11.439 13.217 13.753  0.132
C: 9.931 13.036 14.667  0.184
C: 10.041 12.919 16.053  0.075
C: 8.943 12.466 16.745  0.083
C: 7.702 12.229 16.061  0.199
C: 7.546 12.644 14.752  0.035
C: 8.663 13.089 14.049  0.169
C: 11.575 14.924 13.021  0.052
C: 12.721 15.245 12.332  0.019
C: 13.037 16.509 11.861  0.003
C: 12.056 17.531 12.166  0.015
C: 10.840 17.164 12.670  0.005
C: 10.562 15.834 13.143  0.016
H: 10.673 12.204 11.909  0.013
H: 10.975 13.191 16.590  0.005
H: 9.032 12.000 17.761  0.003
H: 6.936 11.722 16.599  0.017
H: 6.604 12.531 14.258  -0.003
H: 8.610 13.351 12.974  0.014
H: 13.373 14.398 12.089  0.002
H: 14.027 16.673 11.421  0.001
H: 12.263 18.577 11.981  0.001
H: 10.027 17.885 12.773  0.001
H: 9.605 15.583 13.608  0.006
C: 15.533 8.885 11.848  0.010
C: 15.147 8.679 13.346  0.029
C: 16.411 8.814 14.146  0.011
C: 14.468 7.265 13.490  0.006
C: 14.223 9.888 13.612  0.209
H: 16.045 7.963 11.404  0.001
H: 16.207 9.742 11.742  0.000
H: 14.699 9.305 11.178  0.006
H: 17.308 8.388 13.599  0.003
H: 16.388 8.434 15.198  0.002
H: 16.767 9.854 14.316  0.001
H: 15.079 6.398 12.981  0.000
H: 13.433 7.342 13.062  0.002
H: 14.334 6.951 14.538  0.000
H: 14.685 10.767 13.133  0.025

Forces on atoms 1 to 2 (eV/Å):
-0.10 -2.21 0.87
0.77 1.50 0.65

Computed properties:
- net charge = -2
- M (u) = 670.6
- HOMO-LUMO gap (alpha / beta) (eV) = 2.813 / 5.405
- E_tot (eV) = -137583.194
- expectation value of S² = 6.028
- multiplicity = 5



[4]
Formula: C29H29Cl2N2NiO3P
Source: the Open Molecules 2025 dataset
Level of theory: ωB97M-V/def2-TZVPD

Each line ends with the Löwdin spin population.
CARTESIAN COORDINATES (ANGSTROEM)
Ni: -0.325 0.808 -0.479  1.636
C: -2.987 -5.787 -0.066  0.002
C: -2.564 -5.247 -1.271  0.000
C: -1.909 -4.022 -1.296  0.004
C: -1.680 -3.326 -0.112  0.018
C: -2.123 -3.869 1.095  0.004
C: -2.764 -5.097 1.119  0.000
P: -0.843 -1.710 -0.054  0.051
C: -0.722 -1.222 -1.811  0.001
C: 0.372 -1.498 -2.632  0.012
C: 0.383 -1.044 -3.942  0.000
C: -0.690 -0.319 -4.442  0.007
C: -1.782 -0.034 -3.636  0.001
C: -1.800 -0.480 -2.324  0.007
C: 0.863 -2.109 0.441  0.002
C: 1.307 -3.396 0.605  0.003
C: 2.592 -3.651 1.130  0.000
C: 3.398 -2.615 1.503  0.004
C: 2.976 -1.271 1.347  0.004
C: 3.803 -0.191 1.731  -0.003
C: 3.383 1.096 1.535  0.003
C: 2.131 1.351 0.938  0.013
C: 1.274 0.342 0.563  0.088
C: 1.700 -1.000 0.789  0.019
H: -3.496 -6.743 -0.048  0.000
H: -2.739 -5.780 -2.197  0.000
H: -1.574 -3.610 -2.239  0.000
H: -1.961 -3.326 2.021  0.001
H: -3.097 -5.513 2.062  0.000
H: 1.220 -2.040 -2.230  0.000
H: 1.248 -1.227 -4.568  0.000
H: -0.651 0.069 -5.452  0.000
H: -2.593 0.572 -4.016  0.000
H: -2.632 -0.240 -1.670  0.002
H: 0.670 -4.232 0.344  0.000
H: 2.926 -4.675 1.242  0.000
H: 4.380 -2.805 1.924  0.000
H: 4.774 -0.400 2.168  0.000
H: 4.022 1.925 1.818  0.001
H: 1.869 2.386 0.727  0.002
C: -1.232 0.817 2.954  0.001
N: -0.799 2.186 2.710  0.002
C: 0.300 2.646 3.549  0.000
C: -1.073 2.734 1.499  0.007
O: -1.511 2.053 0.541  0.037
N: -0.901 4.067 1.342  0.006
C: -1.023 5.025 2.427  0.000
C: -0.982 4.620 -0.007  0.000
H: -1.343 0.686 4.031  0.000
H: -0.509 0.094 2.574  0.001
H: -2.191 0.646 2.473  0.000
H: 1.014 1.832 3.678  0.000
H: -0.062 2.967 4.529  0.000
H: 0.823 3.470 3.075  0.000
H: -1.389 4.537 3.326  0.000
H: -1.743 5.792 2.136  0.000
H: -0.073 5.516 2.647  0.000
H: -0.709 3.855 -0.729  0.000
H: -0.284 5.455 -0.087  0.000
H: -1.990 4.984 -0.221  0.000
Cl: 2.000 2.165 -5.226  0.000
C: 1.894 2.285 -3.465  0.000
Cl: 2.785 0.953 -2.701  0.001
C: 0.404 2.388 -2.984  0.007
O: -0.417 2.805 -3.775  0.007
O: 0.246 2.158 -1.735  0.045
H: 2.408 3.194 -3.173  0.000

Forces on atoms 1 to 2 (eV/Å):
-0.12 -0.06 -0.02
-0.02 -0.03 0.00

Computed properties:
- net charge = 0
- M (u) = 614.1
- HOMO-LUMO gap (alpha / beta) (eV) = 8.297 / 7.948
- E_tot (eV) = -115044.155
- expectation value of S² = 2.009
- multiplicity = 3



Number 1: largest force on an atom 0.0233 hartree/bohr. Number 2: largest force on an atom 0.0057 hartree/bohr. Number 3: largest force on an atom 0.0554 hartree/bohr. Number 4: largest force on an atom 0.0073 hartree/bohr.